# 1
ORCA calculation (wB97M-V/def2-TZVPD) on 2 unconnected molecules or ions with the total composition C2H4N4.

Last column: Löwdin charge in e.
Geometry (Å):
C  0.0593  -0.6989  0.5399  -0.142
C  0.2011  0.3416  -0.5602  -0.125
N  -3.7984  -1.2250  -0.0047  0.184
N  -3.6924  -0.1217  -0.1099  -0.324
N  -3.5395  1.0563  -0.3162  0.084
N  -0.6145  0.6788  0.3408  0.059
H  -0.5969  -1.5220  0.3322  0.050
H  0.9032  -0.7843  1.3157  0.097
H  0.6149  0.4927  -1.5199  0.090
H  -3.0251  1.5034  0.3797  0.028

Calculated values
E_HOMO: -9.78 eV


# 2
ORCA calculation (wB97M-V/def2-TZVPD) on a single C2H4N4 molecule.

Last column: Löwdin charge in e.
Geometry (Å):
N  -0.3969  -0.9928  0.0390  0.038
C  0.4100  0.0963  0.0335  -0.476
N  1.7702  0.0367  0.0986  0.134
C  -1.5899  0.7189  0.0480  -0.251
N  -1.6872  -0.5831  0.0509  0.021
N  -0.3229  1.1898  0.0343  0.100
H  -0.1689  -1.9725  0.0665  0.148
H  2.2082  -0.7714  -0.3140  0.093
H  2.2208  0.9141  -0.1074  0.097
H  -2.4435  1.3641  0.0507  0.095

Calculated values
E_HOMO: -8.83 eV
SMILES string: Nc1ncn[nH]1


# 3
ORCA calculation (wB97M-V/def2-TZVPD) on a single C2H4N4 molecule.

Last column: Löwdin charge in e.
Geometry (Å):
C  0.9604  -0.4135  0.2925  -0.127
C  0.3210  0.5614  -0.4451  -0.013
N  -0.2876  2.4376  -1.7986  0.010
N  0.0444  1.4892  -1.1175  -0.132
N  0.1809  -1.2551  0.9508  -0.173
N  -1.1188  -1.2286  0.7745  0.007
H  2.0193  -0.4576  0.4614  0.110
H  -1.2390  2.9748  -1.6163  0.115
H  0.7142  -2.0032  1.2501  0.121
H  -1.5949  -2.1050  1.2481  0.082

Calculated values
E_HOMO (spin up / spin down): -7.15 / -7.38 eV


# 4
ORCA calculation (wB97M-V/def2-TZVPD) on a single C2H4N4 molecule.

Last column: Löwdin charge in e.
Geometry (Å):
C  1.4591  -0.5305  -0.1339  -0.013
N  0.0828  -0.1098  -0.1112  -0.276
N  -0.4148  0.1799  1.0582  0.088
C  -1.5445  0.7639  0.7382  -0.218
N  -1.7617  0.7584  -0.6076  0.014
N  -0.6964  0.2053  -1.1298  0.046
H  2.0449  0.1506  0.4979  0.093
H  1.8035  -0.5047  -1.1615  0.086
H  1.4801  -1.5275  0.3003  0.088
H  -1.8853  1.4463  1.4837  0.093

Calculated values
E_HOMO: -10.63 eV
SMILES string: Cn1ncnn1


# 5
ORCA calculation (wB97M-V/def2-TZVPD) on a single C2H4N4 molecule.

Last column: Löwdin charge in e.
Geometry (Å):
N  -1.7930  -0.1180  -0.1772  0.106
C  -0.3944  -0.1115  -0.1326  -0.471
N  0.4498  -1.1208  -0.0663  0.108
C  1.6493  -0.4896  0.0687  -0.242
N  1.6015  0.8257  0.0846  0.036
N  0.2790  1.0519  -0.0621  0.035
H  -2.1547  -0.0064  0.7651  0.089
H  -2.1385  -1.0008  -0.5354  0.086
H  2.5840  -1.0190  0.2015  0.099
H  -0.0830  1.9885  -0.1462  0.153

Calculated values
E_HOMO: -9.49 eV
SMILES string: Nc1ncn[nH]1


# 6
ORCA calculation (wB97M-V/def2-TZVPD) on a single C2H4N4 molecule.

Last column: Löwdin charge in e.
Geometry (Å):
N  1.8309  -0.2387  0.1387  0.052
C  0.4422  -0.0319  0.0392  -0.418
N  -0.4608  -0.9978  -0.1793  -0.019
N  -1.6871  -0.6969  -0.2027  0.008
N  -1.4856  1.4340  0.0210  0.195
C  -0.2688  1.1968  0.1435  -0.223
H  2.2883  -0.2350  -0.7689  0.076
H  2.0282  -1.1288  0.5834  0.076
H  -2.2362  -1.5381  -0.4252  0.084
H  -0.4511  2.2364  0.6504  0.170

Calculated values
E_HOMO (spin up / spin down): -8.30 / -8.30 eV


Across the entries above, energy relative to the best compared isomer or geometry (same formula, charge and spin) takes the values 4.5819, 0.0567, 5.9309, 1.7964, 0.1129, 5.1518 eV, respectively.